{"formula": "C4H8AsCl8F6NiO4PY", "method": "wB97M-V/def2-TZVPD", "elements": ["Y", "As", "Ni", "Cl", "Cl", "Cl", "Cl", "Cl", "Cl", "Cl", "Cl", "P", "F", "F", "F", "F", "F", "F", "O", "O", "O", "O", "C", "C", "C", "C", "H", "H", "H", "H", "H", "H", "H", "H"], "xyz": [[16.022, 14.983, -17.581], [13.651, 14.973, -20.883], [13.394, 12.422, -18.308], [14.945, 13.061, -12.316], [19.260, 11.620, -14.053], [13.187, 8.722, -14.928], [10.899, 12.111, -17.702], [13.340, 9.569, -12.138], [14.913, 15.798, -11.282], [16.783, 10.006, -13.749], [9.933, 9.693, -16.293], [14.904, 12.783, -16.537], [14.286, 16.352, -21.618], [12.501, 14.639, -22.028], [14.809, 13.984, -21.581], [14.898, 15.268, -19.506], [12.595, 15.900, -19.936], [13.111, 13.568, -19.884], [15.692, 13.819, -15.687], [13.663, 11.917, -16.369], [14.071, 14.020, -17.219], [15.515, 12.859, -18.070], [15.578, 14.698, -12.478], [9.496, 11.188, -17.079], [12.969, 10.072, -13.790], [17.505, 11.547, -14.164], [17.153, 12.290, -13.457], [13.657, 10.855, -14.074], [15.361, 15.053, -13.480], [11.932, 10.373, -13.862], [17.143, 11.849, -15.140], [8.969, 11.857, -16.407], [8.822, 10.962, -17.898], [16.660, 14.711, -12.375]], "total_energy_ha": -8862.600111, "homo_ev": [-12.9, -12.9], "max_force_ha_per_bohr": 0.128, "relative_energy_kj_mol": 147.8, "homo_lumo_gap_ev": [7.012, 7.000], "charge": 1, "spin_multiplicity": 3}

{"formula": "C7H6MgN2O4", "method": "wB97M-V/def2-TZVPD", "elements": ["Mg", "O", "O", "O", "O", "N", "N", "C", "C", "C", "C", "C", "C", "C", "H", "H", "H", "H", "H", "H"], "xyz": [[0.004, 0.387, -2.339], [2.686, -1.411, -1.710], [-2.714, -1.361, -1.732], [0.000, -1.503, -5.192], [0.031, 3.717, -4.453], [-0.008, -0.005, 2.209], [0.006, 0.142, -0.290], [0.000, -0.917, -4.188], [1.068, -0.691, 2.947], [-1.720, -0.840, -2.042], [1.704, -0.872, -2.030], [-1.073, 0.677, 2.945], [0.019, 2.696, -3.899], [0.005, 0.023, 0.888], [1.071, -1.756, 2.709], [0.904, -0.584, 4.028], [-0.902, 0.567, 4.026], [-2.043, 0.237, 2.705], [-1.077, 1.743, 2.709], [2.038, -0.250, 2.708]], "total_energy_ha": -880.277722, "homo_ev": -16.9, "max_force_ha_per_bohr": 0.147, "homo_lumo_gap_ev": 7.811, "charge": 2}